An isolated molecule of C5H11N3 at a distorted geometry. Source: the OMol25 dataset; level of theory: wB97M-V/def2-TZVPD.

LUMO energy ... 0.95 eV
SMILES ... C/C(N)=C\N=C(/C)N
Orbital gap ... 0.2938 hartree

Element x y z (Å)
C: 1.7856 -1.0481 -0.1773
C: -1.6561 0.9600 -0.5749
C: 1.4146 0.3707 0.2004
C: -1.2623 -0.2346 0.2583
N: 2.2835 1.3376 -0.2476
N: -2.0731 -1.3624 0.1053
C: -0.4106 -0.1157 1.3314
N: 0.6481 0.7144 1.2367
H: 1.9556 2.2806 -0.0821
H: 2.7271 1.1761 -1.1409
H: -2.6895 -1.4990 0.9031
H: -2.6755 -1.3174 -0.7138
H: -0.4096 -0.8426 2.1438
H: 1.4648 -1.7759 0.5686
H: 1.3346 -1.2965 -1.1422
H: 2.8711 -1.1486 -0.2770
H: -1.3702 0.8048 -1.6198
H: -2.7425 1.1085 -0.5434
H: -1.1958 1.8882 -0.2286